1.
The following is a DFT calculation (ωB97M-V/def2-TZVPD) of C42H35BrClMnN5O3Sb as an isolated structure at a distorted geometry.

XYZ file:
```
89
Properties=species:S:1:pos:R:3:forces:R:3:mulliken_spin:R:1
Mn -1.0464 -0.4987 0.1704 -1.005 0.855 -0.213 4.143
Br -6.6326 4.5929 0.6083 0.163 -0.277 -0.038 0.000
C -5.5946 3.0145 0.5627 0.089 0.123 -0.019 -0.002
C -4.2269 3.0910 0.3187 -0.447 0.162 0.014 0.002
C -3.4717 1.9413 0.3139 0.115 -0.617 0.007 0.039
C -4.0517 0.6897 0.5586 -0.648 1.372 -0.008 0.002
C -5.4362 0.6315 0.7883 0.502 -0.219 -0.065 -0.003
C -6.1956 1.7788 0.7831 -0.041 0.250 0.010 0.001
N -3.2008 -0.4132 0.5470 0.439 -1.771 0.095 0.042
C -3.6479 -1.6101 0.7517 -0.149 1.326 -0.109 0.004
C -2.7784 -2.7523 0.6813 0.424 -0.987 -0.010 0.014
C -3.2827 -4.0403 0.8921 0.117 0.730 -0.083 0.000
C -2.4321 -5.1247 0.8064 0.518 0.116 -0.116 0.007
C -1.0960 -4.8842 0.5065 -0.377 -0.091 0.020 -0.003
C -0.6696 -3.5814 0.3014 0.316 -0.138 -0.068 0.013
N -1.4751 -2.5250 0.3835 -0.308 -0.402 0.166 0.000
H -3.7660 4.0456 0.1276 0.047 0.146 0.012 0.000
H -2.4061 1.9901 0.1322 -0.063 0.089 0.009 0.040
H -5.9400 -0.3036 0.9750 -0.073 -0.054 0.010 -0.001
H -7.2582 1.7144 0.9539 -0.094 0.042 0.041 0.000
H -4.6945 -1.8022 0.9666 0.035 0.017 -0.013 0.002
H -4.3309 -4.1711 1.1125 -0.084 0.028 0.041 0.000
H -2.7976 -6.1279 0.9638 -0.003 -0.069 0.013 0.000
H -0.3922 -5.6960 0.4158 0.093 -0.026 0.014 0.000
H 0.3745 -3.4024 0.0601 -0.158 -0.033 0.069 0.006
C 4.1711 -3.7010 2.7918 -0.020 -0.029 -0.006 -0.008
C 4.0405 -4.0285 1.4532 0.043 -0.053 -0.026 0.000
C 3.2563 -3.2493 0.6190 -0.100 0.040 -0.291 -0.009
C 2.6093 -2.1331 1.1318 -0.640 0.323 -0.257 -0.047
C 2.7150 -1.8184 2.4779 -0.131 0.207 0.130 0.000
C 3.5063 -2.5992 3.3036 0.026 0.053 0.033 0.002
Sb 1.4832 -0.8431 -0.1883 2.497 -0.170 -0.408 -0.150
C 2.6671 0.9518 -0.1170 -0.614 -0.346 0.005 -0.016
C 2.8572 1.5917 1.1015 -0.128 -0.145 0.092 0.000
C 3.6585 2.7189 1.1676 0.018 0.002 0.095 0.003
C 4.2707 3.2040 0.0239 -0.014 0.010 -0.059 -0.008
C 4.0618 2.5781 -1.1940 0.037 0.015 -0.023 0.001
C 3.2483 1.4597 -1.2720 -0.149 -0.255 -0.132 -0.016
C 2.0917 -1.6907 -2.0717 -0.576 0.211 0.468 -0.065
C 3.4354 -1.6847 -2.4180 0.133 0.131 0.212 -0.003
C 3.8384 -2.2336 -3.6231 0.070 0.023 0.022 -0.004
C 2.9047 -2.7906 -4.4818 0.000 -0.003 0.012 0.002
C 1.5682 -2.8181 -4.1235 -0.032 -0.052 -0.065 -0.004
C 1.1578 -2.2741 -2.9162 -0.272 -0.001 0.074 0.010
H 4.7837 -4.3105 3.4368 0.078 -0.053 0.076 0.000
H 4.5543 -4.8875 1.0506 0.049 -0.094 -0.036 0.000
H 3.1683 -3.5054 -0.4290 0.024 -0.045 -0.020 -0.001
H 2.1757 -0.9748 2.8889 -0.006 -0.005 0.062 -0.004
H 3.6087 -2.3437 4.3460 -0.021 0.026 0.131 0.000
H 2.3921 1.2114 2.0028 0.046 0.038 0.057 -0.001
H 3.8195 3.2078 2.1154 0.001 0.052 0.123 0.000
H 4.9142 4.0675 0.0805 0.062 0.105 0.017 0.000
H 4.5446 2.9502 -2.0837 0.034 0.060 -0.117 0.000
H 3.0866 0.9713 -2.2255 0.029 0.058 -0.021 -0.001
H 4.1652 -1.2613 -1.7424 0.144 0.041 -0.007 0.000
H 4.8832 -2.2263 -3.8888 0.133 0.002 -0.030 0.000
H 3.2234 -3.2113 -5.4224 0.025 -0.050 -0.099 0.000
H 0.8448 -3.2686 -4.7853 -0.099 -0.069 -0.056 0.000
H 0.1110 -2.3034 -2.6350 0.047 -0.009 -0.102 0.008
C -2.2905 -0.4557 -4.6794 -0.283 -0.560 -0.275 0.002
N -1.6061 0.5306 -3.8713 0.044 -0.073 0.424 0.002
C -1.3223 1.7791 -4.3036 0.306 0.625 0.297 0.000
C -0.7479 2.6987 -3.4853 -0.039 -0.068 -0.192 0.002
C -0.4331 2.3050 -2.1537 -0.210 -0.157 -0.176 0.018
N -0.6853 1.0541 -1.7642 0.048 -0.187 0.316 -0.050
C -1.3043 0.1822 -2.5761 0.024 0.253 -0.041 -0.028
O -1.6173 -0.9340 -2.1234 -0.020 -0.253 0.456 0.034
N 0.0788 3.1465 -1.2624 0.050 0.043 -0.020 0.005
H -2.7452 0.0103 -5.5487 0.051 0.104 0.028 0.000
H -3.0595 -0.9292 -4.0681 0.039 0.062 -0.161 0.000
H -1.5908 -1.2266 -5.0037 -0.032 0.026 -0.015 0.000
H -1.5868 2.0124 -5.3242 -0.043 -0.045 -0.050 0.000
H -0.5425 3.7022 -3.8161 -0.015 0.057 -0.165 0.001
H 0.3013 4.0973 -1.5108 0.028 -0.134 0.040 0.000
H 0.2790 2.7952 -0.3347 0.027 0.038 0.023 0.008
Cl 0.1650 5.3928 6.1125 -0.005 0.104 0.094 0.000
C -0.0125 4.1027 5.0001 -0.043 -0.411 -0.258 0.002
C 0.1634 2.7872 5.4296 0.033 0.274 0.072 0.000
C 0.0437 1.7492 4.5308 -0.085 -0.060 -0.432 0.002
C -0.2491 2.0150 3.1913 -0.026 0.274 0.066 0.000
C -0.4493 3.3362 2.7762 0.059 -0.370 0.073 0.001
C -0.3343 4.3745 3.6707 0.083 0.135 0.338 0.000
C -0.3623 0.9353 2.1975 0.084 -0.341 0.646 0.016
O -0.3512 -0.2816 2.4783 -0.053 -0.030 -0.096 0.040
O -0.4786 1.2693 0.9603 -0.136 -0.031 -0.681 -0.053
H 0.3963 2.5832 6.4624 0.021 0.053 0.113 0.000
H 0.1748 0.7282 4.8545 0.011 -0.105 0.025 0.003
H -0.7143 3.5338 1.7487 0.002 0.056 -0.067 0.002
H -0.4866 5.3944 3.3581 -0.022 0.132 -0.016 0.000
```
Positions in Å, forces in eV/Å.

Output
charge = +2
2S+1 = 5
<S²> = 6.2843
energy relative to the best compared isomer or geometry (same formula, charge and spin) = 0.00 kJ/mol
maximum force = 2.54 eV/Å
HOMO level (alpha / beta) = -13.245 / -13.247 eV
electronic energy = -178127.648 eV

2.
The following is a DFT calculation (ωB97M-V/def2-TZVPD) of a 2-piece molecular cluster, C12H16BCl4NO overall at a distorted geometry.

XYZ file:
```
35
Properties=species:S:1:pos:R:3:forces:R:3:mulliken_charge:R:1
Cl 0.4011 -3.9980 0.7306 -0.074 0.234 0.012 -0.293
B -0.2678 -2.5154 1.5625 -0.504 -1.045 1.092 0.691
Cl -2.1253 -2.4014 1.4510 0.500 0.178 -0.049 -0.295
Cl 0.2836 -2.4474 3.3729 -0.173 0.178 -0.605 -0.285
O 0.3433 -1.3359 0.8731 0.107 2.532 0.065 -0.425
C 0.1349 -0.1152 1.1976 0.200 -1.689 -1.102 -0.641
C 0.7550 0.9451 0.4615 0.328 0.522 -0.239 0.957
C 0.4607 2.2616 0.8800 0.167 -0.296 -0.256 -0.383
C 1.0271 3.3521 0.2307 0.038 -0.045 -0.058 -0.770
C 1.9007 3.1424 -0.8477 -0.509 -0.786 0.668 0.482
Cl 2.6053 4.4834 -1.6451 0.017 0.018 -0.026 -0.171
C 2.2036 1.8361 -1.2724 -0.147 -0.091 0.141 -0.716
C 1.6386 0.7389 -0.6361 -0.258 0.269 0.350 -0.222
H -0.5605 0.1298 2.0047 0.107 -0.244 0.066 0.340
H -0.2292 2.3830 1.7179 0.254 0.194 -0.237 0.385
H 0.8026 4.3658 0.5491 0.039 -0.174 -0.060 0.409
H 2.8844 1.7034 -2.1054 -0.084 -0.034 0.080 0.408
H 1.8587 -0.2764 -0.9705 -0.040 0.313 0.131 0.501
C 4.3407 -1.9231 2.6319 -0.084 -0.132 0.199 -1.411
C 4.3032 -0.4411 2.9605 1.005 0.250 -0.470 0.297
C 5.1450 -0.0713 4.2085 -0.417 -0.300 0.029 -0.765
C 4.3410 1.0094 4.9411 -0.059 0.329 -0.495 -0.591
C 2.8889 0.8277 4.4494 -0.236 -0.171 0.852 -0.595
N 3.0179 0.1278 3.2066 -0.851 0.332 -0.343 0.229
H 5.3798 -2.2109 2.4373 -0.150 -0.060 -0.040 0.388
H 3.9623 -2.5268 3.4675 0.008 0.118 -0.180 0.320
H 3.7434 -2.1453 1.7420 0.053 -0.048 0.090 0.316
H 4.7456 0.0875 2.0990 0.175 -0.141 -0.033 0.142
H 5.2624 -0.9493 4.8509 -0.017 -0.015 -0.102 0.324
H 6.1399 0.2694 3.9217 -0.022 -0.042 0.065 0.354
H 4.4300 0.9425 6.0255 -0.051 0.017 -0.075 0.340
H 4.7016 1.9940 4.6320 -0.029 -0.002 0.095 0.265
H 2.3194 0.2493 5.2028 0.034 0.169 -0.159 0.275
H 2.3826 1.7970 4.3264 0.082 -0.132 0.077 0.312
H 2.1951 -0.1553 2.6847 0.591 -0.204 0.516 -0.168
```
Positions in Å, forces in eV/Å.

Output
energy relative to the best compared isomer or geometry (same formula, charge and spin) = 0.00 kJ/mol
maximum force = 2.54 eV/Å
HOMO level = -8.049 eV
electronic energy = -67010.633 eV